# 1
{
  "formula": "C25H58NO10P2",
  "method": "ωB97M-V/def2-TZVPD",
  "e_homo_ha": -0.40897,
  "fmax_ev_per_a": 8.65,
  "mol_weight_g_mol": 594.68,
  "total_energy_ha": -2476.87457,
  "multiplicity": 1,
  "charge": 1,
  "symbols": ["C", "O", "C", "C", "C", "C", "C", "C", "C", "C", "C", "O", "C", "C", "N", "C", "H", "H", "H", "H", "H", "H", "H", "H", "H", "H", "H", "H", "H", "H", "H", "H", "H", "H", "H", "H", "H", "H", "H", "H", "H", "H", "H", "H", "O", "P", "O", "C", "C", "O", "C", "C", "O", "C", "C", "H", "H", "H", "H", "H", "H", "H", "H", "H", "H", "H", "H", "H", "H", "H", "O", "P", "O", "C", "C", "O", "C", "C", "O", "C", "C", "H", "H", "H", "H", "H", "H", "H", "H", "H", "H", "H", "H", "H", "H", "H"],
  "positions_angstrom": [[-0.609, 2.625, 1.539], [0.504, 3.346, 0.991], [0.384, 3.483, -0.433], [-0.944, 4.213, -0.860], [-1.099, 5.672, -0.240], [-2.196, 6.413, -1.150], [-3.228, 7.271, -0.321], [-4.595, 6.549, -0.017], [-4.452, 5.048, 0.464], [-5.468, 4.135, -0.373], [-6.916, 4.261, 0.251], [-7.303, 3.192, 1.122], [-6.196, 2.542, 1.747], [-5.104, 1.971, 0.756], [-4.993, 2.730, -0.544], [-5.744, 1.968, -1.598], [-1.249, 3.388, 2.070], [-0.257, 1.893, 2.310], [-1.180, 2.036, 0.769], [0.395, 2.477, -0.935], [1.284, 4.040, -0.804], [-1.869, 3.584, -0.682], [-0.879, 4.354, -1.981], [-1.566, 5.625, 0.787], [-0.134, 6.227, -0.186], [-1.603, 7.147, -1.772], [-2.664, 5.709, -1.891], [-2.742, 7.690, 0.601], [-3.478, 8.171, -0.956], [-5.068, 7.112, 0.841], [-5.315, 6.637, -0.871], [-3.426, 4.613, 0.354], [-4.811, 4.972, 1.531], [-5.501, 4.592, -1.400], [-7.649, 4.268, -0.608], [-6.981, 5.281, 0.717], [-6.602, 1.672, 2.333], [-5.683, 3.195, 2.514], [-4.081, 1.992, 1.227], [-5.327, 0.903, 0.512], [-3.996, 2.789, -0.796], [-5.045, 1.236, -2.078], [-6.617, 1.399, -1.203], [-6.123, 2.627, -2.428], [0.279, -4.402, 0.455], [0.042, -3.588, 1.723], [0.796, -4.572, 2.828], [2.163, -4.931, 2.646], [3.093, -3.900, 3.254], [-1.516, -4.051, 2.023], [-2.336, -4.580, 0.986], [-2.297, -6.096, 0.996], [-0.214, -2.407, 2.931], [0.617, -1.254, 2.986], [1.023, -0.727, 1.625], [2.395, -5.084, 1.590], [2.303, -5.889, 3.154], [3.071, -2.973, 2.672], [4.122, -4.263, 3.265], [2.792, -3.658, 4.275], [-2.050, -4.176, 0.013], [-3.359, -4.244, 1.179], [-1.275, -6.475, 0.960], [-2.850, -6.504, 0.146], [-2.740, -6.481, 1.917], [1.494, -1.467, 3.602], [0.048, -0.481, 3.511], [1.640, -1.454, 1.083], [1.601, 0.194, 1.729], [0.142, -0.522, 1.011], [5.065, -4.821, -2.740], [5.353, -3.394, -2.284], [5.782, -3.691, -0.704], [6.843, -4.592, -0.410], [8.186, -3.888, -0.415], [3.797, -2.898, -2.044], [2.705, -3.562, -2.676], [2.105, -4.600, -1.746], [5.769, -1.748, -2.097], [7.004, -1.262, -2.612], [7.414, -1.899, -3.924], [6.848, -5.436, -1.103], [6.646, -4.990, 0.589], [8.467, -3.604, -1.433], [8.968, -4.541, -0.022], [8.150, -2.978, 0.186], [3.009, -4.000, -3.629], [1.951, -2.803, -2.904], [2.862, -5.293, -1.370], [1.330, -5.176, -2.256], [1.664, -4.120, -0.874], [7.785, -1.383, -1.857], [6.881, -0.186, -2.764], [7.599, -2.974, -3.804], [8.330, -1.441, -4.302], [6.628, -1.782, -4.674]]
}

---

# 2
{
  "formula": "C25H59AsFeNO10P3",
  "method": "ωB97M-V/def2-TZVPD",
  "de_lowest_ev": 0.0000,
  "e_homo_ha": [-0.51364, -0.49637],
  "fmax_ev_per_a": 1.73,
  "mol_weight_g_mol": 757.43,
  "total_energy_ha": -6318.51145,
  "multiplicity": 5,
  "charge": 2,
  "symbols": ["Fe", "C", "C", "C", "O", "P", "O", "C", "P", "O", "O", "C", "C", "C", "O", "C", "C", "C", "O", "C", "C", "C", "H", "H", "H", "H", "H", "H", "H", "H", "H", "H", "H", "H", "H", "H", "H", "H", "H", "H", "H", "H", "H", "H", "H", "H", "H", "H", "H", "H", "H", "H", "C", "C", "O", "P", "O", "C", "C", "O", "C", "C", "H", "H", "H", "H", "H", "H", "H", "H", "H", "H", "H", "H", "H", "H", "H", "C", "As", "C", "C", "O", "H", "H", "H", "H", "H", "H", "H", "H", "H", "C", "C", "C", "N", "H", "H", "H", "H", "H"],
  "positions_angstrom": [[0.494, -0.743, 0.113], [-3.179, -0.286, -2.002], [-3.990, 0.178, -0.790], [-5.365, 0.672, -1.205], [-3.283, 1.327, -0.114], [-2.184, 1.035, 0.947], [-1.490, -0.228, 0.638], [-1.118, 2.474, 0.922], [0.017, 2.536, -0.474], [0.722, 1.242, -0.607], [0.983, 3.694, -0.181], [2.393, 3.831, -0.701], [2.441, 3.557, -2.203], [3.298, 2.916, 0.052], [-0.814, 2.792, -1.762], [-1.544, 3.957, -2.277], [-1.069, 5.233, -1.602], [-3.030, 3.728, -2.128], [-2.764, 0.976, 2.391], [-3.679, 1.921, 3.112], [-4.650, 2.549, 2.147], [-2.895, 2.942, 3.944], [-3.797, -0.931, -2.621], [-2.270, -0.801, -1.726], [-2.843, 0.562, -2.623], [-4.077, -0.641, -0.062], [-5.278, 1.560, -1.840], [-5.971, 0.936, -0.331], [-5.839, -0.124, -1.736], [-0.487, 2.406, 1.808], [-1.698, 3.401, 0.961], [2.616, 4.863, -0.456], [2.121, 2.528, -2.368], [3.469, 3.668, -2.551], [1.826, 4.217, -2.784], [3.113, 1.870, -0.198], [3.169, 3.042, 1.127], [4.361, 3.123, -0.199], [-1.284, 3.956, -3.341], [-1.231, 5.150, -0.548], [-1.686, 6.056, -1.951], [0.003, 5.451, -1.806], [-3.270, 3.642, -1.075], [-3.340, 2.857, -2.668], [-3.550, 4.571, -2.574], [-4.220, 1.238, 3.750], [-4.167, 3.232, 1.442], [-5.397, 3.137, 2.686], [-5.160, 1.792, 1.587], [-2.346, 3.680, 3.337], [-2.211, 2.422, 4.601], [-3.593, 3.506, 4.563], [5.374, -4.951, 1.122], [3.966, -5.097, 0.635], [3.192, -3.918, 1.062], [2.480, -3.043, -0.063], [2.757, -1.499, 0.450], [3.487, -1.126, 1.701], [4.931, -0.831, 1.478], [0.878, -2.973, 0.417], [0.039, -4.096, 0.033], [-0.355, -4.929, 1.229], [5.979, -5.772, 0.742], [5.418, -4.941, 2.204], [5.788, -4.021, 0.715], [3.466, -5.965, 1.098], [3.889, -5.189, -0.459], [3.321, -1.879, 2.441], [3.002, -0.200, 1.978], [5.521, -1.715, 1.314], [5.299, -0.325, 2.389], [5.093, -0.139, 0.654], [0.588, -4.736, -0.665], [-0.825, -3.662, -0.475], [0.538, -5.430, 1.654], [-1.028, -5.702, 0.894], [-0.877, -4.359, 1.995], [0.834, -0.109, -4.300], [1.556, -1.502, -3.176], [0.880, -3.251, -3.693], [3.512, -1.480, -3.141], [0.826, -1.352, -1.724], [1.117, -0.290, -5.337], [1.202, 0.846, -3.970], [-0.233, -0.187, -4.165], [1.236, -3.579, -4.661], [-0.188, -3.134, -3.704], [1.220, -3.966, -2.927], [3.873, -2.461, -2.866], [3.854, -0.749, -2.399], [3.883, -1.146, -4.119], [-2.335, -2.202, 3.994], [-0.819, -2.064, 4.250], [-0.099, -1.495, 3.124], [0.491, -0.981, 2.288], [-2.805, -2.397, 4.944], [-2.527, -3.017, 3.311], [-2.714, -1.272, 3.535], [-0.347, -3.017, 4.503], [-0.599, -1.367, 5.066]]
}